# 1
A molecular structure, C34H46N8O3SSiSr in a non-equilibrium geometry, computed with ωB97M-V/def2-TZVPD.

Positions of all 94 atoms, in Å:
Sr1 -0.140284 -0.188307 0.201575
O1 -1.035495 -1.992992 -0.784058
C1 -2.184602 -2.564821 -0.910752
C2 -2.518104 -3.248954 -2.105174
C3 -3.750981 -3.825781 -2.292092
C4 -4.726945 -3.758950 -1.297587
C5 -4.423824 -3.120363 -0.114699
C6 -3.172045 -2.534338 0.115074
C7 -2.881349 -1.954162 1.421559
N1 -1.880023 -1.156354 1.767133
C8 -2.013426 -0.919979 3.114042
C9 -3.104244 -1.566739 3.596157
N2 -3.648872 -2.216173 2.514148
H1 -1.761840 -3.282626 -2.879339
H2 -3.968283 -4.328812 -3.226760
H3 -5.704637 -4.193374 -1.451136
H4 -5.196497 -3.054784 0.643536
H5 -1.297288 -0.319943 3.648687
H6 -3.527951 -1.634902 4.580558
H7 -4.437823 -2.835464 2.533179
C10 1.827183 2.475528 -6.409629
Si1 1.778122 3.037956 -4.608290
C11 1.320487 4.864765 -4.552140
C12 3.505598 2.827500 -3.916315
C13 0.355574 2.096541 -3.778284
C14 -0.840178 2.094678 -4.479906
C15 -1.972280 1.440389 -4.002697
C16 -1.862521 0.811720 -2.781644
N3 -0.753213 0.834819 -2.050943
C17 0.357738 1.433810 -2.525652
S1 1.763360 1.368456 -1.495009
H8 2.588517 3.030905 -6.958264
H9 0.879606 2.622851 -6.926364
H10 2.077449 1.416254 -6.474994
H11 2.051992 5.466722 -5.092195
H12 1.285943 5.222621 -3.522823
H13 0.342193 5.048427 -4.996672
H14 4.197578 3.371549 -4.564878
H15 3.806647 1.782515 -3.886643
H16 3.587064 3.215690 -2.905817
H17 -0.900523 2.603904 -5.435271
H18 -2.895606 1.414138 -4.561498
H19 -2.694917 0.255492 -2.360562
C18 5.144468 -3.116539 6.981357
C19 4.447589 -2.589023 5.761044
C20 5.126078 -1.812693 4.828744
C21 4.495185 -1.332584 3.691392
C22 5.282264 -0.501960 2.714669
C23 3.131516 -1.617046 3.499777
C24 2.478170 -1.082653 2.301575
O2 1.291297 -0.839727 2.200110
C25 2.426527 -2.401839 4.425359
C26 0.981780 -2.765987 4.254037
C27 3.107655 -2.878901 5.537675
H20 6.186941 -2.805322 7.007331
H21 5.113836 -4.206909 7.003235
H22 4.658858 -2.758541 7.890123
H23 6.171622 -1.581043 4.990436
H24 6.280889 -0.317737 3.105138
H25 4.811702 0.462733 2.528274
H26 5.389296 -1.006704 1.754247
H27 3.120989 -0.932209 1.420749
H28 0.673335 -2.787797 3.211230
H29 0.340425 -2.039530 4.756361
H30 0.796050 -3.741474 4.701217
H31 2.575513 -3.501893 6.247598
C28 -3.179881 1.834183 0.505140
N4 -1.787868 2.153498 0.863976
C29 -1.360709 3.299249 0.037817
N5 -2.218523 4.463646 0.227426
C30 -3.585637 4.081772 -0.123288
N6 -4.075621 2.971543 0.696530
C31 -4.005361 3.377265 2.099852
N7 -2.646425 3.739908 2.502880
C32 -1.781409 2.586275 2.271406
C33 -2.192106 4.831299 1.640820
H32 -3.517281 0.998930 1.124269
H33 -3.210421 1.533007 -0.543911
H34 -1.388258 3.004157 -1.012122
H35 -0.331611 3.553358 0.299974
H36 -3.611860 3.784832 -1.174499
H37 -4.244102 4.942642 0.017314
H38 -4.351465 2.550689 2.725590
H39 -4.663315 4.235601 2.254786
H40 -2.132167 1.757345 2.889851
H41 -0.757840 2.837190 2.555868
H42 -1.169994 5.099159 1.918951
H43 -2.838015 5.698946 1.796188
N8 2.583536 2.942615 1.579216
C34 1.640794 2.268634 1.663382
H44 3.377934 3.455202 1.258215
O3 1.701614 -2.028132 -0.677074
H45 1.978637 -1.479794 -1.425099
H46 0.835995 -2.400486 -0.926659

Force components x, y, z for each atom (eV/Å):
Sr 0.7 1.2 0.6
O -0.1 -0.9 -0.3
C -0.2 -0.1 -0.1
C 0.0 0.0 0.0
C 0.0 0.0 -0.1
C -0.1 0.0 0.1
C 0.0 0.0 -0.1
C 0.0 -0.1 -0.2
C 0.0 0.0 0.0
N -0.4 -0.2 0.1
C 0.0 0.0 0.1
C 0.0 0.0 0.1
N 0.1 0.0 0.0
H 0.0 0.0 0.0
H 0.0 0.0 0.0
H 0.0 0.0 0.0
H 0.0 0.0 0.0
H 0.0 0.0 0.0
H 0.0 0.0 0.0
H 0.0 0.0 0.0
C 0.0 0.0 0.2
Si 0.0 0.0 0.0
C 0.0 -0.2 0.0
C -0.1 0.0 -0.1
C 0.1 0.0 -0.1
C 0.0 0.0 0.0
C 0.0 0.0 0.1
C -0.2 0.0 -0.2
N 0.0 0.0 -0.3
C 0.2 0.2 0.0
S 0.1 0.0 -0.1
H 0.1 0.0 0.0
H -0.1 0.0 0.0
H 0.0 -0.1 0.0
H 0.1 0.0 0.0
H 0.0 0.0 0.1
H -0.1 0.0 0.0
H 0.0 0.0 0.0
H 0.0 -0.1 0.0
H 0.0 0.0 0.1
H 0.0 0.0 -0.1
H 0.0 0.0 0.0
H 0.0 0.0 0.0
C 0.0 0.0 0.0
C 0.0 0.0 0.0
C -0.1 0.0 0.0
C 0.0 -0.1 0.1
C 0.0 0.0 0.0
C 0.1 0.1 0.0
C 0.1 -0.2 -0.3
O 0.0 0.0 0.3
C 0.1 0.0 0.1
C -0.1 -0.1 0.0
C 0.0 0.0 -0.1
H 0.0 0.0 0.0
H 0.0 0.0 0.0
H 0.0 0.0 0.0
H 0.0 0.0 0.0
H 0.0 0.0 0.0
H 0.0 0.0 0.0
H 0.0 0.0 -0.1
H 0.0 0.1 0.0
H 0.0 -0.1 0.1
H 0.0 0.0 0.0
H 0.0 0.0 0.1
H 0.0 0.0 0.0
C 0.0 -0.1 0.0
N 0.1 -0.2 0.0
C 0.1 0.0 -0.1
N 0.0 0.1 0.0
C -0.1 0.0 -0.1
N -0.1 0.0 0.0
C -0.1 0.0 0.0
N 0.0 0.0 0.1
C 0.0 0.0 0.1
C 0.0 0.1 0.0
H 0.0 0.0 0.0
H 0.0 0.0 0.0
H 0.0 0.0 0.0
H 0.0 0.0 0.0
H 0.0 0.0 0.0
H 0.0 0.0 0.0
H 0.0 0.0 0.0
H 0.0 0.0 0.0
H 0.0 0.0 0.0
H 0.0 0.0 0.0
H 0.0 0.0 0.0
H 0.0 0.0 0.0
N 0.1 0.0 -0.1
C -0.1 -0.1 0.1
H 0.0 0.0 0.0
O 0.0 0.1 0.0
H 0.0 0.0 0.0
H 0.0 -0.1 -0.1

Calculated values
charge: 0
total energy: -73621.112 eV
gap between HOMO and LUMO: 7.02 eV

Results of the Löwdin charge analysis, in e, for atoms 1 through 4:
1. Sr 1.3129
2. O -0.3331
3. C -0.3789
4. C -0.0187

=====

# 2
A single C5H9N3O2 molecule in a non-equilibrium geometry, computed with ωB97M-V/def2-TZVPD.

Positions of all 19 atoms, in Å:
C1 1.305011 0.956834 0.745371
C2 -1.023653 -1.133020 -1.206950
C3 -1.855388 -0.764071 0.028378
C4 2.564848 1.531514 0.126806
C5 0.285391 0.054959 0.168666
N1 0.220453 -0.386210 -1.000877
N2 -0.848941 -0.148177 0.866887
N3 3.105192 1.412095 -1.039827
O1 2.554045 0.576356 -2.024621
O2 4.061131 2.021717 -1.491948
H1 1.612073 0.517204 1.739161
H2 0.795453 1.797406 1.224250
H3 -0.911608 -2.184606 -1.071345
H4 -1.440105 -0.744433 -2.183060
H5 -2.584080 0.084231 -0.108599
H6 -2.211006 -1.647788 0.404191
H7 2.819856 2.329135 0.836480
H8 1.712374 0.112337 -1.784628
H9 -0.910560 0.392058 1.680088

Force components x, y, z for each atom (eV/Å):
C 1.0 -0.5 1.8
C -0.3 2.4 -0.3
C -0.1 3.9 -0.7
C -1.6 0.2 1.3
C -0.7 1.0 -0.2
N 1.7 -1.2 -2.5
N 1.3 -1.0 0.8
N -1.0 -0.2 -1.0
O 0.7 0.0 -0.1
O 0.6 0.3 0.4
H 0.1 -0.3 -0.9
H -0.4 0.4 -0.7
H 0.6 -0.9 -1.0
H 0.2 -1.2 1.0
H -0.1 -1.5 -0.3
H -1.5 -1.7 1.3
H 1.2 -0.3 -1.1
H -0.4 0.2 0.8
H -1.2 0.4 1.2

Calculated values
structure (SMILES): [O-]/[N+](O)=C/CC1=NCCN1
charge: 0
total energy: -13891.524 eV
gap between HOMO and LUMO: 8.92 eV

Results of the Löwdin charge analysis, in e, for atoms 1 through 4:
1. C -0.0850
2. C -0.1387
3. C -0.1410
4. C -0.0410

=====

# 3
A molecular structure, C29H29BiN3Si in a non-equilibrium geometry, computed with ωB97M-V/def2-TZVPD.

Positions of all 63 atoms, in Å:
C1 0.265472 2.422727 4.124813
C2 0.759256 2.546673 2.812163
C3 -0.365624 2.619189 1.922076
H1 1.795343 2.681885 2.519700
C4 -1.560572 2.477710 2.734524
C5 -1.144801 2.367605 4.083739
H2 -1.804293 2.317933 4.952214
H3 0.875418 2.434053 5.033762
H4 -0.341638 2.943071 0.884017
H5 -2.577238 2.575034 2.376437
Bi1 -0.620129 0.154898 1.710500
C6 -1.961912 -1.654553 -1.679063
H6 -2.467553 -0.737387 -1.259060
H7 -2.699182 -2.446312 -1.744043
H8 -1.199175 -1.879641 -0.927024
Si1 -1.003925 -0.247502 -2.993460
C7 0.838522 -0.736946 -3.838725
C8 1.728336 0.344786 -3.662626
H9 1.393671 1.213371 -3.096058
C9 3.015566 0.367154 -4.212646
H10 3.675205 1.226109 -4.059644
C10 3.423863 -0.721561 -4.986194
H11 4.377855 -0.689959 -5.503183
C11 2.670567 -1.893932 -5.023258
H12 3.045705 -2.794595 -5.525863
C12 1.396918 -1.905254 -4.425890
H13 0.802924 -2.817726 -4.442557
C13 -2.166407 0.635875 -4.314582
C14 -1.889690 1.106424 -5.641903
H14 -1.004143 0.779712 -6.193316
C15 -2.701215 2.081731 -6.246220
H15 -2.380360 2.592107 -7.165275
C16 -3.879070 2.451872 -5.601266
H16 -4.504776 3.215243 -6.024856
C17 -4.300351 1.863256 -4.409967
H17 -5.237097 2.134207 -3.912748
C18 -3.440876 0.965874 -3.778692
H18 -3.701443 0.543375 -2.805158
H19 -1.537959 -3.674945 -2.511720
H20 -1.773775 -4.095724 -1.960244
C19 -1.225888 -1.779588 7.257491
C20 -2.084816 -1.351460 6.231073
C21 -1.561457 -1.080423 4.962984
C22 -0.163943 -1.223677 4.745775
C23 0.670486 -1.691877 5.767000
C24 0.147295 -1.965822 7.036138
N1 0.448294 -0.870436 3.523038
N2 1.756835 -1.093809 3.505528
C25 2.350395 -0.671220 2.350389
C26 3.738451 -0.775040 2.194246
C27 4.313818 -0.319256 1.017644
C28 3.484011 0.230750 0.014270
C29 2.125840 0.292474 0.207039
N3 1.570649 -0.180175 1.346385
H21 -1.624540 -1.983701 8.244585
H22 -3.158421 -1.234082 6.422840
H23 -2.199875 -0.729619 4.141881
H24 1.728600 -1.791728 5.513988
H25 0.838970 -2.315803 7.809000
H26 4.274728 -1.153180 3.060210
H27 5.404672 -0.379344 0.881697
H28 3.913476 0.558341 -0.928496
H29 1.450994 0.742858 -0.513390

Force components x, y, z for each atom (eV/Å):
C 0.8 0.3 -0.6
C -0.2 0.4 1.1
C 0.2 -1.3 -0.3
H -0.2 -0.1 0.1
C 0.0 -0.3 1.1
C -0.4 0.1 -0.8
H 0.2 -0.1 -0.4
H -0.3 -0.2 -0.5
H 0.0 0.1 0.2
H 0.1 0.0 0.0
Bi 0.7 0.2 1.1
C 0.5 4.0 0.0
H -0.1 -0.8 0.2
H 0.1 0.4 -0.7
H 0.1 -0.3 -0.3
Si 0.4 -2.3 -1.6
C -0.2 0.4 1.1
C 0.0 0.0 -0.2
H 0.0 0.0 -0.1
C -0.4 -0.3 -0.2
H -0.3 -0.3 -0.2
C 0.4 -0.1 0.4
H 0.0 0.0 0.1
C -0.8 0.2 0.2
H -0.2 0.5 0.2
C -0.6 0.4 0.0
H 0.1 0.1 -0.1
C -0.5 -0.4 0.0
C 0.4 0.2 0.8
H -0.1 0.1 0.5
C 0.2 -0.5 0.7
H -0.3 -0.5 0.4
C -0.3 0.1 0.1
H -0.1 0.2 -0.2
C 0.5 -0.3 0.2
H 0.3 0.0 -0.4
C 0.8 0.1 0.1
H -0.1 0.2 -0.2
H 0.2 -0.5 -0.3
H 0.2 -0.7 0.0
C 0.2 -0.1 -0.1
C 0.4 -0.1 -0.2
C 0.8 0.0 0.0
C -0.7 0.0 0.6
C -0.1 0.0 0.5
C -0.2 0.2 -0.8
N 0.1 0.0 -0.2
N -0.7 1.0 -1.4
C -0.8 -0.4 0.1
C 0.3 0.4 -0.3
C -0.1 -0.3 0.6
C 0.2 -0.1 -0.3
C 0.7 -0.1 0.3
N 0.0 0.3 -0.3
H -0.1 0.0 -0.1
H 0.5 -0.1 -0.1
H 0.1 -0.1 0.4
H -0.5 -0.1 0.5
H -0.5 0.1 -0.2
H 0.2 0.0 -0.4
H -0.7 0.1 0.0
H -0.1 0.1 0.2
H 0.1 -0.2 -0.1

Calculated values
charge: +1
total energy: -48718.512 eV
gap between HOMO and LUMO (spin up / spin down): 5.61 / 5.29 eV

Results of the Löwdin charge analysis, in e, for atoms 1 through 4:
1. C -0.1157
2. C -0.1697
3. C -0.3401
4. H 0.1086

=====

# 4
A single C19H26N2O6S molecule, computed with ωB97M-V/def2-TZVPD.

Positions of all 54 atoms, in Å:
C1 3.676347 -0.800263 -1.257301
H1 4.174154 -0.079274 -0.614731
H2 3.851901 -0.518804 -2.292656
H3 4.131958 -1.774598 -1.098421
C2 2.183875 -0.820480 -0.919788
N1 1.447929 -1.784447 -1.723596
C3 1.393788 -3.111678 -1.478475
O1 0.829033 -3.893182 -2.221351
C4 2.050106 -3.653317 -0.195730
H4 2.907769 -3.076649 0.151959
H5 2.333468 -4.691189 -0.390309
O2 1.056115 -3.697561 0.829693
C5 1.152549 -2.840941 1.838964
O3 2.085924 -2.107246 2.044496
C6 -0.024599 -2.996063 2.806816
N2 -0.632582 -1.700227 3.018973
C7 -0.732115 -0.860058 1.965321
O4 -0.321405 -1.216492 0.866577
C8 -1.351053 0.461174 2.193314
C9 -2.257628 0.708989 3.220451
C10 -2.822634 1.963664 3.342568
C11 -2.509017 2.991192 2.460990
C12 -1.603211 2.747100 1.422034
C13 -1.039702 1.487760 1.304757
H6 -0.337057 1.296156 0.507923
C14 -1.247976 3.813980 0.437193
H7 -0.789220 4.665205 0.939769
H8 -2.141108 4.169762 -0.074532
H9 -0.559211 3.427513 -0.308652
C15 -3.141651 4.337878 2.614924
H10 -3.810020 4.358973 3.471936
H11 -3.710793 4.592824 1.721699
H12 -2.378896 5.104311 2.747279
H13 -3.531218 2.148934 4.137689
H14 -2.553062 -0.074363 3.903630
H15 -0.831118 -1.388421 3.953948
H16 -0.742568 -3.697422 2.369168
H17 0.349608 -3.381781 3.755845
C16 0.550578 -1.279298 -2.756631
C17 -0.644428 -0.561575 -2.122926
H18 -1.596639 -0.906914 -2.511416
H19 -0.637695 -0.642608 -1.037611
S1 -0.494792 1.154779 -2.661066
O5 0.464114 1.868024 -1.853589
O6 -1.776964 1.780340 -2.837267
C18 0.286188 0.710195 -4.242711
C19 1.261914 -0.340845 -3.761843
H20 2.077178 0.178689 -3.261519
H21 1.678409 -0.924531 -4.583195
H22 0.764180 1.571912 -4.694616
H23 -0.495324 0.320079 -4.887307
H24 0.198499 -2.172831 -3.283842
H25 2.054757 -1.032604 0.140811
H26 1.753348 0.166227 -1.097645

Force components x, y, z for each atom (eV/Å):
C -0.3 0.1 0.1
H 0.1 0.1 0.1
H 0.0 0.0 -0.1
H 0.1 -0.1 0.0
C 0.5 0.0 0.2
N -0.1 0.2 -0.3
C 0.3 -0.2 0.3
O -0.2 -0.4 0.0
C 0.3 0.0 -0.2
H -0.1 -0.1 -0.1
H 0.0 0.3 0.0
O -0.2 -0.4 -0.2
C 0.3 0.1 0.7
O -0.1 -0.1 0.1
C -0.1 0.0 -0.4
N 0.1 -0.2 0.2
C -0.1 0.0 0.1
O -0.2 0.1 -0.1
C -0.2 0.4 0.0
C 0.2 -0.1 -0.2
C 0.0 0.1 0.0
C 0.0 -0.2 0.1
C 0.0 -0.1 0.1
C 0.0 -0.2 0.1
H 0.1 0.0 -0.1
C 0.0 0.0 0.0
H 0.0 0.1 0.0
H 0.0 0.1 -0.1
H 0.0 0.1 0.0
C 0.0 0.0 0.0
H 0.0 0.0 0.0
H -0.1 0.1 0.0
H 0.0 0.1 0.0
H -0.1 0.0 0.1
H 0.0 -0.1 0.1
H 0.1 0.1 -0.1
H 0.1 0.0 0.1
H 0.0 0.0 -0.1
C 0.1 -0.4 -0.2
C 0.1 0.6 -0.3
H -0.1 0.0 -0.1
H -0.1 0.2 0.0
S -0.6 -0.1 -0.5
O 0.5 -0.1 0.1
O -0.2 -0.1 -0.1
C -0.2 0.0 0.8
C 0.3 -0.3 -0.1
H 0.1 0.0 0.0
H 0.0 0.1 0.0
H -0.1 0.2 0.1
H -0.1 0.0 -0.1
H 0.0 0.3 0.1
H 0.0 0.1 -0.1
H 0.0 -0.1 0.1

Calculated values
structure (SMILES): CCN(C(=O)COC(=O)CNC(=O)c1ccc(C)c(C)c1)[C@@H]1CCS(=O)(=O)C1
charge: 0
total energy: -46226.592 eV
gap between HOMO and LUMO: 9.74 eV

Results of the Löwdin charge analysis, in e, for atoms 1 through 4:
1. C -0.0472
2. H 0.0819
3. H 0.0663
4. H 0.0695

=====

Here are the calculated relative energy (zero: lowest compared OMol25 entry of this formula, charge and spin) numbers, same order: 25.13; 487.95; 117.27; 71.41 (kJ/mol).